# 1
The following is a DFT calculation (ωB97M-V/def2-TZVPD) of a structure of composition C36H50InN2O5PS3Te in a non-equilibrium geometry.

Results
ΔE to the lowest compared entry with this formula, charge and spin ... 296.6 kJ/mol
LUMO energy ... -0.3 eV
HOMO level ... -6.999 eV

Geometry (Å):
In (0.11567, 0.98742, -0.37995)
C (1.23710, -2.20385, 1.59333)
C (-0.21078, -1.97235, 1.32382)
N (-0.59272, -2.16149, 0.10991)
N (-1.91092, -2.08989, -0.16786)
C (-2.33471, -1.76850, -1.30736)
S (-1.42264, -1.20963, -2.73575)
S (-4.04543, -1.86539, -1.62348)
C (-4.73261, -1.99718, 0.07154)
C (-4.62924, -3.34023, 0.72438)
C (-5.15493, -4.48376, 0.13318)
C (-5.11004, -5.69924, 0.79422)
C (-4.54076, -5.78977, 2.05418)
C (-4.00392, -4.65620, 2.64181)
C (-4.05051, -3.44033, 1.98288)
C (-1.07521, -1.49067, 2.40428)
C (-1.20405, -2.23544, 3.57191)
C (-2.02070, -1.82110, 4.60681)
C (-2.68178, -0.60515, 4.49558)
C (-2.56287, 0.15193, 3.35295)
C (-1.77937, -0.26107, 2.25389)
O (-1.68084, 0.46806, 1.18617)
H (1.66232, -2.82201, 0.80428)
H (1.37185, -2.66474, 2.56834)
H (1.73833, -1.23304, 1.59551)
H (-5.77679, -1.70891, -0.06433)
H (-4.20689, -1.24906, 0.66269)
H (-5.59972, -4.41713, -0.84937)
H (-5.53718, -6.57917, 0.33269)
H (-4.52365, -6.73582, 2.57812)
H (-3.55930, -4.70991, 3.62500)
H (-3.63836, -2.56215, 2.45458)
H (-0.69563, -3.18840, 3.63741)
H (-2.14201, -2.43441, 5.48796)
H (-3.28608, -0.24560, 5.31766)
H (-3.07966, 1.09830, 3.27452)
C (2.65931, 3.85489, -0.81340)
C (2.92062, 2.80972, 0.23563)
C (3.83342, 1.79460, -0.05576)
C (4.62104, 1.88277, -1.32985)
C (4.07935, 0.78172, 0.87032)
C (5.06841, -0.29897, 0.51698)
C (3.41383, 0.78799, 2.09994)
C (3.77312, -0.23744, 3.14903)
C (2.51276, 1.81682, 2.40232)
C (1.79332, 1.81627, 3.72802)
C (2.30341, 2.85483, 1.48859)
C (1.49333, 4.06843, 1.87258)
H (3.51466, 4.52309, -0.91785)
H (1.77978, 4.44682, -0.58612)
H (2.48786, 3.37183, -1.77431)
H (5.29577, 2.73751, -1.27081)
H (3.96366, 2.02847, -2.18066)
H (5.20626, 0.99127, -1.51353)
H (4.72128, -0.83931, -0.36425)
H (5.20959, -1.01346, 1.31913)
H (6.04039, 0.13872, 0.29624)
H (4.76151, -0.00207, 3.55049)
H (3.79543, -1.24230, 2.73757)
H (3.07342, -0.25188, 3.97597)
H (2.48313, 2.07189, 4.53447)
H (1.36402, 0.83760, 3.93664)
H (0.97061, 2.52346, 3.73663)
H (0.43516, 3.93036, 1.63343)
H (1.85972, 4.94954, 1.35221)
H (1.58694, 4.26882, 2.93567)
C (1.13962, 1.51428, -6.02000)
C (1.52246, 1.20718, -4.58481)
O (1.68184, -0.20686, -4.47478)
P (2.04756, -0.85406, -3.04693)
O (2.12982, 0.15239, -1.98003)
Te (0.46695, -2.68195, -2.72902)
O (3.47987, -1.54549, -3.24878)
C (4.14701, -1.76108, -4.48743)
C (5.59964, -1.33329, -4.34732)
H (1.02264, 2.58630, -6.15201)
H (0.20685, 1.01537, -6.26665)
H (1.91303, 1.15628, -6.69619)
H (0.75205, 1.54388, -3.88227)
H (2.46271, 1.69762, -4.31531)
H (3.65431, -1.19271, -5.27937)
H (4.08209, -2.82604, -4.72863)
H (5.65999, -0.27551, -4.10692)
H (6.12664, -1.51616, -5.27864)
H (6.07923, -1.89449, -3.55095)
O (-2.24076, 1.40775, -1.35090)
S (-3.37736, 1.14384, -0.42971)
C (-4.79947, 1.67243, -1.50117)
C (-4.78507, 3.18528, -1.45936)
C (-4.66108, 3.52807, 0.02174)
C (-3.50924, 2.69400, 0.55500)
H (-5.71445, 1.26395, -1.07378)
H (-4.62430, 1.25205, -2.48724)
H (-5.68209, 3.61970, -1.90483)
H (-3.90581, 3.54818, -1.99606)
H (-5.58862, 3.25796, 0.53361)
H (-4.47805, 4.59184, 0.18603)
H (-3.62521, 2.41798, 1.59711)
H (-2.53985, 3.16522, 0.40883)

=====

# 2
The following is a DFT calculation (ωB97M-V/def2-TZVPD) of a structure of composition C21H53ClGaN4O6S in a non-equilibrium geometry.

Results
Charge ... -1
LUMO energy ... 2.0 eV
HOMO level ... -4.703 eV

Geometry (Å):
N (0.89011, -0.70762, 1.91266)
C (1.66840, -0.63359, 0.65702)
C (0.89505, 0.05506, -0.48433)
C (1.10189, 1.58927, -0.67972)
Ga (1.28943, 2.78572, 0.97687)
C (2.43594, 4.48132, 0.69834)
C (2.89446, 4.78398, -0.70594)
O (2.41473, 4.35769, -1.72326)
C (-0.51793, 3.37651, 1.77136)
C (-1.67452, 3.48165, 0.72881)
C (-2.92493, 2.78202, 1.29510)
C (-4.21491, 3.08342, 0.52805)
S (-4.47728, 1.92056, -0.85655)
O (-3.52236, 0.82994, -0.83246)
O (-5.85961, 1.44152, -0.84785)
Cl (-4.28004, 3.08558, -2.55050)
H (0.08961, -0.09942, 1.82713)
H (0.56121, -1.65211, 2.04836)
H (1.96364, -1.64420, 0.35909)
H (2.59174, -0.08202, 0.84994)
H (-0.17218, -0.18401, -0.43076)
H (1.23937, -0.42255, -1.41589)
H (2.02911, 1.71980, -1.24465)
H (0.29859, 1.93410, -1.33942)
H (2.03159, 1.92651, 2.13139)
H (1.93628, 5.39781, 1.04562)
H (3.35258, 4.42076, 1.30084)
H (3.75965, 5.48578, -0.80802)
H (-0.82764, 2.65631, 2.54021)
H (-0.43324, 4.33893, 2.28736)
H (-1.40445, 3.08574, -0.24982)
H (-1.94345, 4.54085, 0.63677)
H (-3.07989, 3.10253, 2.32660)
H (-2.73763, 1.70837, 1.33513)
H (-4.26596, 4.09846, 0.13800)
H (-5.10550, 2.93815, 1.14091)
C (-4.84432, -3.58127, -2.63863)
C (-5.09993, -2.14851, -2.18209)
C (-6.55656, -1.88081, -1.77162)
O (-7.46108, -1.74075, -2.85778)
C (-7.93952, -2.95424, -3.39858)
N (-4.63883, -1.23140, -3.22402)
H (-5.22001, -3.77374, -3.64399)
H (-3.77190, -3.77950, -2.65634)
H (-5.30678, -4.30142, -1.95853)
H (-4.48407, -1.97740, -1.29477)
H (-6.58568, -0.92738, -1.24365)
H (-6.92018, -2.64720, -1.07282)
H (-8.06168, -3.72093, -2.62741)
H (-7.27741, -3.32496, -4.18576)
H (-8.91368, -2.75608, -3.84827)
H (-4.70325, -0.28127, -2.87084)
H (-5.31746, -1.26214, -3.98052)
C (-0.56601, -7.09404, -2.34430)
C (0.27817, -7.00405, -1.07708)
C (-0.24225, -5.97572, -0.05941)
O (0.04057, -4.63170, -0.38409)
C (-0.86312, -4.02956, -1.29667)
N (1.67287, -6.75136, -1.45033)
H (-0.39241, -6.25291, -3.01431)
H (-0.31804, -8.00087, -2.89719)
H (-1.63154, -7.12704, -2.10669)
H (0.23429, -7.98249, -0.58813)
H (0.26703, -6.15690, 0.89154)
H (-1.31683, -6.10764, 0.12521)
H (-1.88304, -4.40025, -1.15853)
H (-0.54328, -4.19478, -2.32814)
H (-0.85565, -2.95519, -1.11567)
H (2.25170, -6.79393, -0.61643)
H (1.73821, -5.78032, -1.74479)
C (8.62239, 3.42849, 3.24408)
C (7.72956, 4.51154, 2.64697)
C (6.40485, 4.70729, 3.40221)
O (5.43304, 3.71909, 3.14585)
C (5.55767, 2.52755, 3.89904)
N (7.51444, 4.22197, 1.22673)
H (8.26775, 2.42663, 3.00518)
H (9.63436, 3.51401, 2.84592)
H (8.68072, 3.52050, 4.33110)
H (8.27653, 5.45746, 2.71731)
H (5.95930, 5.64548, 3.05901)
H (6.57226, 4.81161, 4.48335)
H (5.93548, 2.72428, 4.90778)
H (6.20580, 1.80782, 3.39260)
H (4.56490, 2.08463, 3.97453)
H (7.00714, 4.99408, 0.80375)
H (6.86368, 3.44245, 1.16885)

=====

# 3
The following is a DFT calculation (ωB97M-V/def2-TZVPD) of the molecule C4H7NOS in a non-equilibrium geometry.

Results
ΔE to the lowest compared entry with this formula, charge and spin ... 75.1 kJ/mol
<S²> ... 2.034
Multiplicity ... 3
LUMO energy (spin up / spin down) ... 0.9 / -0.9 eV
HOMO level (spin up / spin down) ... -6.942 / -9.797 eV

Geometry (Å):
C (-0.99216, -0.44813, -0.49567)
C (-1.15346, 0.93674, -0.36465)
C (-0.24994, -1.37710, 0.51509)
C (-0.57958, 1.70927, 0.57150)
N (1.14039, -1.13318, 0.06598)
O (2.90116, 0.45496, -0.78900)
S (2.09432, 0.17032, 0.39591)
H (-1.23414, -0.81843, -1.41802)
H (-1.72985, 1.45822, -1.19996)
H (-0.26836, -1.00957, 1.49580)
H (-0.67539, -2.45483, 0.42225)
H (-0.73098, 2.68897, 0.41138)
H (0.07853, 1.16104, 1.27419)
H (1.39946, -1.33830, -0.88479)

=====

Number 1: E -3881.63198 Eh. Number 2: E -4285.46208 Eh. Number 3: E -684.63404 Eh.